Below is a molecular structure, C4H4CuO3, with properties calculated with ωB97M-V/def2-TZVPD.

As for the total energy: -2020.52524 a.u. As for the highest occupied orbital energy (spin up / spin down): -0.4697 / -0.5247 Eh. The energy relative to the best compared isomer or geometry (same formula, charge and spin) comes out at 9.9 kcal per mole.

```
! wB97M-V def2-TZVPD RIJCOSX def2/J DEFGRID3
* xyz 1 3
O 2.029 0.159 1.029
C 0.876 -0.254 1.440
O 0.041 0.811 1.027
O 0.443 -1.365 1.588
Cu 1.504 1.988 1.190
C -0.808 -0.026 -1.113
C -0.093 -0.833 -1.860
C -1.200 0.467 0.203
H 0.864 -1.233 -1.501
H -0.176 -0.832 -2.951
H -1.766 1.404 0.137
H -1.715 -0.286 0.809
*
```